Record 1
The following is a quantum chemistry calculation of a structure of composition C16H13AuF5N2O9S2Te, from the Open Molecules 2025 dataset.

Summary:
* E_HOMO: -5.86 eV
* ΔE to the lowest compared entry with this formula, charge and spin: 0.0 kcal per mole
* total charge: -1

Each line ends with the Löwdin charge.
Cartesian coordinates (Å):
Au -0.414 1.051 -0.664  1.383
O 5.804 3.677 0.466  -0.029
C 5.626 2.460 0.307  -0.692
O 6.402 1.491 0.369  -0.042
C 4.145 2.063 0.034  -0.061
C 3.785 0.726 -0.071  0.031
C 2.472 0.380 -0.307  -0.060
N 1.542 1.327 -0.449  -0.046
C 1.857 2.632 -0.342  -0.164
C 3.150 3.028 -0.104  0.087
C 0.708 3.590 -0.498  -0.543
O 0.842 4.779 -0.425  0.129
O -0.457 3.011 -0.772  -0.173
H 4.557 -0.023 0.037  0.121
H 2.138 -0.644 -0.384  0.109
H 3.396 4.078 -0.018  0.137
F -4.269 2.033 -3.757  -0.351
Te -3.314 1.554 -2.245  1.784
F -3.525 3.304 -1.684  -0.346
F -3.237 -0.139 -3.005  -0.357
F -1.788 2.024 -3.186  -0.364
F -4.942 1.137 -1.465  -0.351
O -2.424 1.007 -0.736  -0.643
C -0.911 0.701 4.203  -0.255
S -0.954 2.108 3.088  0.854
C -2.604 1.844 2.442  -0.257
O 0.001 1.771 1.985  -0.577
H -1.057 -0.206 3.618  0.040
H -1.677 0.819 4.969  0.053
H 0.077 0.693 4.660  0.054
H -3.322 1.968 3.253  0.056
H -2.677 0.850 2.000  0.041
H -2.772 2.598 1.676  0.052
O 0.475 -1.200 -2.752  0.086
C 0.048 -1.684 -1.731  -0.517
N -0.332 -0.964 -0.621  -0.227
S -0.846 -1.881 0.654  0.633
O -2.236 -1.655 0.930  -0.284
O 0.072 -1.784 1.752  -0.287
C -0.610 -3.403 -0.207  -0.212
C -0.841 -4.684 0.254  -0.029
C -0.565 -5.727 -0.620  -0.065
C -0.074 -5.481 -1.901  -0.061
C 0.155 -4.185 -2.341  0.008
C -0.123 -3.147 -1.470  -0.126
H -1.220 -4.865 1.250  0.123
H -0.734 -6.748 -0.301  0.105
H 0.133 -6.315 -2.559  0.105
H 0.537 -3.971 -3.330  0.126

Record 2
The following is a quantum chemistry calculation of a structure of composition C16H13BrCl36O4S2 at a distorted geometry, from the Open Molecules 2025 dataset.

Summary:
* E_HOMO: -8.82 eV
* total charge: 0

Each line ends with the Löwdin charge.
Cartesian coordinates (Å):
C 2.241 0.597 0.881  -0.174
C 1.550 0.268 -0.462  -0.507
S 0.447 -1.180 -0.365  0.831
C -1.269 -0.591 -0.333  -0.416
C -1.707 0.324 0.822  -0.449
C -1.107 1.739 0.765  -0.157
C -1.903 2.800 1.524  -0.095
O -3.147 0.573 0.460  -0.235
S -4.158 0.030 1.563  0.632
O -4.504 1.025 2.543  -0.302
O -5.166 -0.823 1.022  -0.208
O -3.085 -0.961 2.311  -0.223
C -1.844 -0.251 2.234  -0.663
Br -0.461 -1.408 2.953  0.790
H 1.948 1.577 1.265  0.051
H 1.987 -0.139 1.644  0.021
H 3.326 0.602 0.782  0.039
H 1.065 1.136 -0.904  0.068
H 2.334 -0.037 -1.157  0.058
H -1.479 -0.037 -1.248  0.038
H -1.929 -1.460 -0.351  0.101
H -1.168 2.005 -0.294  0.082
H -0.057 1.739 1.047  0.095
H -2.833 3.039 1.013  0.070
H -2.171 2.515 2.538  0.004
H -1.286 3.692 1.616  0.029
H -1.921 0.532 2.988  0.078
C -3.678 2.021 -2.996  -2.013
Cl -3.854 0.281 -2.727  0.564
Cl -1.955 2.429 -3.090  0.542
Cl -4.464 2.472 -4.511  0.519
Cl -4.423 2.901 -1.658  0.568
C 0.873 6.210 0.689  -2.042
Cl -0.136 7.152 1.792  0.532
Cl 1.847 7.305 -0.300  0.527
Cl 1.941 5.156 1.623  0.501
Cl -0.167 5.240 -0.361  0.548
C -2.748 3.709 5.707  -2.031
Cl -3.849 4.641 6.728  0.529
Cl -1.784 4.818 4.717  0.518
Cl -1.667 2.750 6.727  0.524
Cl -3.673 2.634 4.656  0.600
C -5.540 -0.193 -7.479  -2.032
Cl -7.240 -0.265 -7.004  0.536
Cl -4.528 -0.434 -6.048  0.451
Cl -5.208 -1.445 -8.678  0.525
Cl -5.189 1.396 -8.172  0.524
C 5.571 3.529 -0.306  -2.048
Cl 5.334 2.858 1.313  0.527
Cl 5.562 2.219 -1.495  0.523
Cl 4.266 4.664 -0.663  0.491
Cl 7.121 4.373 -0.367  0.533
C 3.493 -3.815 2.266  -2.004
Cl 3.416 -5.548 1.945  0.533
Cl 5.039 -3.430 3.039  0.495
Cl 3.369 -2.932 0.745  0.552
Cl 2.173 -3.345 3.352  0.467
C -0.361 -7.352 2.762  -2.050
Cl -0.679 -7.775 1.075  0.524
Cl -1.747 -7.809 3.757  0.527
Cl 1.076 -8.219 3.323  0.513
Cl -0.086 -5.612 2.889  0.488
C -1.815 -4.259 -7.136  -2.049
Cl -0.065 -4.072 -6.962  0.521
Cl -2.630 -2.807 -6.544  0.477
Cl -2.215 -4.496 -8.842  0.518
Cl -2.353 -5.662 -6.205  0.524
C 9.452 -3.312 1.540  -2.048
Cl 7.706 -3.324 1.837  0.471
Cl 10.309 -3.520 3.072  0.523
Cl 9.872 -4.633 0.445  0.523
Cl 9.916 -1.770 0.810  0.519

Record 3
The following is a quantum chemistry calculation of the molecule C16H13Cl2N3OS at a distorted geometry, from the Open Molecules 2025 dataset.

Summary:
* E_HOMO: -8.44 eV
* structure (SMILES): Clc1cccc(NCc2nnc(SCc3ccccc3Cl)o2)c1
* ΔE to the lowest compared entry with this formula, charge and spin: 2.6 kcal per mole
* total charge: 0

Each line ends with the Löwdin charge.
Cartesian coordinates (Å):
Cl -3.605 -2.010 0.943  0.686
C -3.143 -0.715 -0.112  -0.678
C -2.481 0.374 0.422  -0.067
C -2.107 1.431 -0.408  -0.262
C -2.433 1.362 -1.765  -0.023
C -3.097 0.266 -2.276  -0.078
C -3.455 -0.793 -1.457  -0.125
H -3.970 -1.653 -1.852  0.101
H -3.335 0.228 -3.328  0.107
H -2.154 2.179 -2.414  0.112
N -1.517 2.578 0.103  0.021
H -1.284 3.246 -0.623  0.121
C -0.452 2.495 1.077  -0.103
C 0.862 2.266 0.406  -0.311
N 1.250 2.786 -0.710  0.090
N 2.468 2.286 -0.992  0.047
C 2.769 1.478 -0.024  -0.679
S 4.227 0.578 0.129  0.981
C 3.664 -0.797 1.228  -0.395
C 2.389 -1.415 0.762  -0.330
C 1.245 -1.333 1.549  -0.048
C 0.044 -1.870 1.124  -0.084
C -0.036 -2.489 -0.112  -0.072
C 1.091 -2.593 -0.907  -0.091
C 2.295 -2.068 -0.467  -0.607
Cl 3.697 -2.241 -1.466  0.707
H 1.045 -3.083 -1.866  0.106
H -0.975 -2.895 -0.454  0.097
H -0.829 -1.810 1.754  0.079
H 1.306 -0.842 2.509  0.118
H 3.569 -0.401 2.238  0.084
H 4.495 -1.501 1.181  0.076
O 1.789 1.418 0.914  0.068
H -0.633 1.686 1.785  0.117
H -0.414 3.442 1.630  0.133
H -2.284 0.407 1.481  0.103

Record 4
The following is a quantum chemistry calculation of a structure of composition C16H13ClIMoN2O5, from the Open Molecules 2025 dataset.

Summary:
* E_HOMO: -18.11 eV
* ΔE to the lowest compared entry with this formula, charge and spin: 4.6 kcal per mole
* total charge: +3

Each line ends with the Löwdin charge.
Cartesian coordinates (Å):
Mo -0.138 -0.259 0.089  1.907
O -1.666 3.214 -1.175  0.304
C -0.876 2.477 -0.752  -0.332
O -1.252 1.103 -0.335  -0.224
C 0.587 2.601 -0.505  -0.136
C 1.332 3.762 -0.559  0.109
C 2.673 3.687 -0.178  0.077
C 3.208 2.483 0.281  0.108
C 2.381 1.377 0.297  -0.134
N 1.123 1.445 -0.127  0.003
C 2.704 0.035 0.859  -0.335
O 3.683 -0.417 1.289  0.300
O 1.451 -0.750 0.817  -0.226
H 0.875 4.693 -0.870  0.162
H 3.292 4.575 -0.208  0.153
H 4.229 2.408 0.634  0.161
N -1.443 -2.470 3.148  0.272
C -2.035 -1.808 2.193  -0.550
O -1.349 -1.418 1.172  -0.199
C -3.475 -1.471 2.279  -0.527
I -4.597 -3.065 1.409  0.975
H -0.472 -2.744 3.087  0.159
H -1.968 -2.787 3.954  0.165
H -3.694 -0.564 1.726  0.070
H -3.807 -1.387 3.311  0.077
Cl -2.758 -5.485 -1.824  0.954
C -1.897 -4.069 -1.699  -0.597
C -0.547 -4.125 -1.257  -0.025
C 0.174 -2.979 -1.208  0.020
C -0.424 -1.709 -1.589  -0.393
C 0.419 -0.591 -1.921  -0.071
C -1.821 -1.699 -1.991  0.022
C -2.533 -2.848 -2.048  -0.052
H -0.107 -5.084 -1.019  0.141
H 1.221 -3.009 -0.930  0.143
H 0.015 0.167 -2.586  0.117
H 1.481 -0.766 -2.061  0.119
H -2.276 -0.764 -2.298  0.146
H -3.559 -2.864 -2.391  0.138

Record 5
The following is a quantum chemistry calculation of the molecule C16H13ClN2S, from the Open Molecules 2025 dataset.

Summary:
* E_HOMO: -8.08 eV
* structure (SMILES): Clc1cccc(CSc2nccn2-c2ccccc2)c1
* ΔE to the lowest compared entry with this formula, charge and spin: 0.0 kcal per mole
* total charge: 0

Each line ends with the Löwdin charge.
Cartesian coordinates (Å):
Cl -4.982 -2.388 -0.026  0.666
C -4.108 -0.897 -0.123  -0.669
C -3.292 -0.520 0.928  -0.077
C -2.593 0.680 0.861  -0.301
C -2.718 1.482 -0.268  -0.045
C -3.535 1.089 -1.313  -0.070
C -4.239 -0.101 -1.249  -0.112
H -4.879 -0.411 -2.060  0.102
H -3.628 1.716 -2.188  0.106
H -2.161 2.404 -0.324  0.100
C -1.685 1.076 1.975  -0.391
H -2.077 0.781 2.947  0.081
H -1.446 2.137 1.954  0.074
S -0.079 0.195 1.838  0.997
C 0.659 1.175 0.602  -0.608
N 0.252 2.372 0.268  0.053
C 1.070 2.771 -0.743  -0.133
C 1.974 1.796 -1.027  -0.060
N 1.717 0.761 -0.156  -0.027
C 2.404 -0.461 -0.107  -0.212
C 2.700 -1.059 1.112  -0.049
C 3.379 -2.263 1.138  -0.072
C 3.776 -2.870 -0.042  -0.087
C 3.486 -2.269 -1.256  -0.078
C 2.800 -1.070 -1.294  -0.015
H 2.558 -0.610 -2.241  0.113
H 3.790 -2.739 -2.180  0.105
H 4.309 -3.808 -0.017  0.102
H 3.605 -2.725 2.087  0.107
H 2.408 -0.577 2.032  0.080
H 2.782 1.757 -1.727  0.113
H 0.945 3.734 -1.194  0.097
H -3.194 -1.157 1.794  0.113

Record 6
The following is a quantum chemistry calculation of the molecule C16H13ClN4O4S at a distorted geometry, from the Open Molecules 2025 dataset.

Summary:
* E_HOMO: -8.40 eV
* structure (SMILES): O=C(CSc1nnc(CNC(=O)c2ccco2)o1)Nc1ccc(Cl)cc1
* ΔE to the lowest compared entry with this formula, charge and spin: 0.0 kcal per mole
* total charge: 0

Each line ends with the Löwdin charge.
Cartesian coordinates (Å):
O 3.884 2.494 1.624  0.071
C 3.086 2.521 0.716  -0.532
N 2.769 1.495 -0.107  0.120
C 3.232 0.178 -0.073  -0.212
C 4.230 -0.260 0.793  -0.002
C 4.637 -1.581 0.766  -0.097
C 4.051 -2.467 -0.123  -0.686
C 3.056 -2.043 -0.991  -0.108
C 2.650 -0.724 -0.964  -0.018
H 1.875 -0.384 -1.636  0.109
H 2.606 -2.740 -1.680  0.104
Cl 4.562 -4.119 -0.153  0.659
H 5.410 -1.921 1.437  0.106
H 4.681 0.433 1.483  0.102
H 2.028 1.668 -0.790  0.087
C 2.316 3.801 0.372  -0.335
H 2.815 4.645 0.846  0.086
H 2.230 3.954 -0.702  0.086
S 0.626 3.818 1.073  1.047
C -0.203 2.883 -0.107  -0.663
N 0.294 2.271 -1.147  0.015
N -0.738 1.670 -1.771  0.107
C -1.807 1.941 -1.102  -0.306
O -1.535 2.716 -0.020  0.104
C -3.184 1.440 -1.365  -0.078
N -3.313 0.072 -0.923  0.088
C -4.019 -0.252 0.196  -0.431
O -4.663 0.558 0.830  0.084
C -3.948 -1.675 0.549  -0.187
C -4.560 -2.354 1.572  0.016
C -4.140 -3.696 1.460  -0.045
C -3.306 -3.739 0.383  -0.101
O -3.180 -2.528 -0.175  0.046
H -2.759 -4.544 -0.067  0.125
H -4.418 -4.514 2.091  0.105
H -5.220 -1.929 2.299  0.121
H -2.750 -0.630 -1.377  0.143
H -3.902 2.029 -0.786  0.134
H -3.396 1.512 -2.435  0.136

no.,lowest unoccupied orbital energy (Eh)
1,0.0330
2,-0.0034
3,0.0196
4,-0.4527
5,0.0251
6,0.0163